A) Molecular formula: C2H3NS2
Method: DFT, the ωB97M-V functional and the def2-TZVPD basis

Summary:
Multiplicity: 1
Structure (SMILES): C1=NCSS1
Kohn-Sham gap in eV: 7.9755
HOMO energy in Ha: -0.3152

Last column: Mulliken charge in e.
Positions of all 8 atoms, in Å:
C: 0.49338 0.24269 -1.49449  0.00
C: 0.12696 0.10729 0.79863  -0.28
N: -0.21059 -0.15670 -0.51416  -0.48
S: 1.83982 1.34553 -1.36237  -0.12
S: 1.83010 1.00151 0.91070  -0.15
H: 0.15134 -0.09624 -2.39604  0.43
H: -0.60943 0.79935 1.14805  0.29
H: 0.14745 -0.65335 1.55766  0.31

=====

B) Molecular formula: C2H3NS2
Method: DFT, the ωB97M-V functional and the def2-TZVPD basis

Summary:
Multiplicity: 1
Structure (SMILES): S=CNC=S
Kohn-Sham gap in eV: 7.3964
HOMO energy in Ha: -0.3071

Last column: Mulliken charge in e.
Positions of all 8 atoms, in Å:
C: -0.09473 0.42972 1.09555  -0.12
C: -0.07637 -0.40510 -1.27477  -0.14
H: 0.58799 0.17967 2.05571  0.18
H: 0.64541 -1.23103 0.43605  0.30
H: 0.22373 -1.35076 -1.68156  0.33
N: 0.06453 -0.48106 0.10454  -0.18
S: -0.78974 1.94070 1.38833  -0.18
S: -0.56081 0.91785 -2.12385  -0.21

=====

C) Molecular formula: C2H3NS2
Method: DFT, the ωB97M-V functional and the def2-TZVPD basis

Summary:
Multiplicity: 1
Kohn-Sham gap (spin up / spin down) in eV: 7.1649 / 7.7853
HOMO energy (spin up / spin down) in Ha: -0.3248 / -0.3221

Last column: Mulliken charge in e.
Positions of all 8 atoms, in Å:
C: 0.08307 0.81238 -0.99961  0.16
C: 0.29538 0.37113 0.55305  -0.64
N: 0.72630 1.56376 -1.68931  -0.44
S: 0.69221 1.76304 1.57304  0.07
S: 2.34622 2.43074 0.78101  -0.17
H: -0.78678 0.25502 -1.15866  0.35
H: -0.41511 -0.15499 1.23273  0.34
H: 1.15946 -0.27776 0.48327  0.33

=====

Quick ranking, most stable first: A), B), C).